Record 1
Formula: C11H13O
Source: OMol25
Level of theory: the ωB97M-V functional and the def2-TZVPD basis

Results
LUMO energy   -3.16 eV
Max |F|   5.5 eV/Å
Total charge   +1
ΔE to the lowest compared entry with this formula, charge and spin   2.529 eV
Spin multiplicity   1

CARTESIAN COORDINATES (ANGSTROEM)
C1 -3.37 0.53 -0.02
C2 -3.22 -0.83 0.23
C3 -2.18 1.26 -0.05
C4 -1.98 -1.54 0.21
C5 -0.95 0.65 -0.11
C6 -0.87 -0.76 -0.07
C7 0.41 1.16 -0.04
C8 1.20 0.06 -0.04
C9 0.76 2.66 0.11
C10 3.28 -0.19 0.22
C11 1.24 -2.27 -0.57
O1 0.46 -1.17 0.05
H1 -4.31 1.09 0.02
H2 -4.08 -1.39 0.58
H3 -2.27 2.34 -0.08
H4 -1.91 -2.58 0.35
H5 1.17 2.93 1.09
H6 -0.06 3.42 0.07
H7 1.52 2.96 -0.72
H8 3.21 -0.90 1.00
H9 3.67 0.85 0.67
H10 3.75 -0.46 -0.73
H11 1.71 -2.94 0.14
H12 0.65 -2.97 -1.19
H13 2.16 -1.94 -1.11

Record 2
Formula: C46H92O16Si
Source: OMol25
Level of theory: the ωB97M-V functional and the def2-TZVPD basis

Results
SMILES   CCCCCCCCCCCCC[C@]1(CCO[Si](C)(C)C)C(=O)OC[C@H]1O.CCOC(C)=O.CCOC(C)=O.CCOC(C)=O.CCOC(C)=O.CCOC(C)=O.CCOC(C)=O
LUMO energy   0.59 eV
Max |F|   0.3 eV/Å
Spin multiplicity   1

CARTESIAN COORDINATES (ANGSTROEM)
C1 -2.67 -5.22 5.14
C2 -2.65 -4.50 3.79
C3 -1.42 -3.62 3.62
C4 -1.39 -2.83 2.32
C5 -2.26 -1.56 2.37
C6 -1.50 -0.38 3.00
C7 -0.89 0.60 1.98
C8 -1.41 2.05 2.07
C9 -0.47 2.96 2.87
C10 0.83 3.39 2.17
C11 0.77 3.53 0.65
C12 -0.12 4.69 0.22
C13 -0.56 4.61 -1.25
C14 -0.49 5.92 -2.03
C15 -0.64 5.62 -3.56
C16 -1.58 6.45 -4.44
O1 -0.85 7.51 -5.05
Si1 -1.55 8.48 -6.20
C17 -3.01 9.38 -5.44
C18 -0.23 9.66 -6.77
C19 -2.17 7.49 -7.65
C20 0.86 6.62 -1.88
O2 1.94 6.13 -1.76
O3 0.69 7.96 -1.93
C21 -0.72 8.30 -1.94
C22 -1.37 7.02 -1.43
O4 -2.77 6.98 -1.65
H1 -1.94 -6.03 5.18
H2 -2.42 -4.53 5.94
H3 -3.66 -5.63 5.37
H4 -2.67 -5.23 2.97
H5 -3.56 -3.90 3.69
H6 -0.53 -4.25 3.68
H7 -1.37 -2.92 4.47
H8 -1.72 -3.48 1.50
H9 -0.36 -2.56 2.09
H10 -3.16 -1.76 2.94
H11 -2.58 -1.30 1.36
H12 -0.71 -0.78 3.63
H13 -2.17 0.18 3.66
H14 0.20 0.62 2.11
H15 -1.05 0.22 0.97
H16 -1.59 2.44 1.07
H17 -2.38 2.05 2.57
H18 -0.19 2.41 3.77
H19 -1.01 3.84 3.23
H20 1.12 4.36 2.57
H21 1.64 2.70 2.44
H22 1.78 3.72 0.28
H23 0.44 2.60 0.18
H24 0.42 5.63 0.40
H25 -1.00 4.72 0.87
H26 -1.59 4.25 -1.30
H27 0.05 3.87 -1.77
H28 0.34 5.71 -4.03
H29 -0.92 4.57 -3.65
H30 -2.00 5.79 -5.22
H31 -2.42 6.86 -3.87
H32 -3.17 10.35 -5.91
H33 -3.93 8.80 -5.57
H34 -2.88 9.54 -4.37
H35 0.33 9.24 -7.60
H36 -0.70 10.59 -7.12
H37 0.48 9.92 -5.98
H38 -1.36 6.95 -8.15
H39 -2.62 8.17 -8.37
H40 -2.93 6.76 -7.36
H41 -0.87 9.13 -1.27
H42 -1.01 8.57 -2.95
H43 -1.18 7.01 -0.35
H44 -3.04 6.06 -1.73
C23 3.16 -6.29 1.72
C24 2.30 -5.36 0.88
O5 1.92 -4.19 1.60
C25 2.67 -3.07 1.69
C26 4.08 -3.06 1.15
O6 2.18 -2.12 2.23
H45 4.11 -5.83 1.99
H46 3.36 -7.20 1.16
H47 2.63 -6.55 2.63
H48 2.79 -5.10 -0.06
H49 1.35 -5.84 0.64
H50 4.75 -3.29 1.97
H51 4.29 -2.05 0.81
H52 4.26 -3.76 0.34
C27 -1.14 -8.21 -3.23
C28 -1.09 -8.89 -1.88
O7 -0.54 -8.03 -0.86
C29 -1.29 -7.13 -0.21
C30 -2.70 -6.83 -0.65
O8 -0.77 -6.53 0.71
H53 -1.80 -7.35 -3.23
H54 -1.49 -8.92 -3.98
H55 -0.14 -7.88 -3.52
H56 -2.06 -9.26 -1.57
H57 -0.40 -9.74 -1.91
H58 -2.66 -5.97 -1.33
H59 -3.27 -6.56 0.23
H60 -3.19 -7.65 -1.16
C31 2.51 7.88 7.01
C32 2.51 6.48 6.43
O9 1.22 6.11 5.91
C33 0.88 6.43 4.65
C34 1.73 7.40 3.85
O10 -0.13 5.96 4.18
H61 2.31 8.63 6.25
H62 3.49 8.10 7.45
H63 1.75 7.97 7.79
H64 3.26 6.34 5.66
H65 2.70 5.75 7.22
H66 1.29 8.39 3.96
H67 1.64 7.11 2.80
H68 2.77 7.43 4.13
C35 -1.89 -9.00 3.76
C36 -2.60 -7.82 3.13
O11 -3.46 -8.23 2.06
C37 -4.73 -8.65 2.24
C38 -5.25 -8.87 3.64
O12 -5.40 -8.88 1.27
H69 -2.59 -9.68 4.25
H70 -1.18 -8.64 4.51
H71 -1.34 -9.56 3.01
H72 -3.14 -7.23 3.86
H73 -1.88 -7.17 2.64
H74 -5.10 -9.93 3.89
H75 -6.32 -8.67 3.64
H76 -4.77 -8.27 4.40
C39 -0.28 -12.11 -7.99
C40 -0.92 -11.06 -7.11
O13 -0.04 -10.62 -6.07
C41 0.89 -9.65 -6.26
C42 1.15 -9.12 -7.65
O14 1.51 -9.27 -5.31
H77 0.58 -11.71 -8.53
H78 -1.00 -12.47 -8.73
H79 0.05 -12.95 -7.39
H80 -1.29 -10.22 -7.69
H81 -1.77 -11.48 -6.58
H82 1.98 -9.69 -8.07
H83 1.46 -8.09 -7.56
H84 0.31 -9.19 -8.33
C43 5.64 8.36 0.74
C44 6.47 8.13 1.99
O15 5.69 7.58 3.06
C45 5.43 6.26 3.17
C46 5.83 5.31 2.07
O16 4.82 5.89 4.14
H85 5.25 7.43 0.33
H86 6.26 8.84 -0.02
H87 4.80 9.02 0.97
H88 7.34 7.50 1.79
H89 6.84 9.07 2.39
H90 4.97 5.20 1.41
H91 6.03 4.35 2.53
H92 6.68 5.63 1.48

Record 3
Formula: C11H25BiCl2N3O2P
Source: OMol25
Level of theory: the ωB97M-V functional and the def2-TZVPD basis

Results
LUMO energy   -8.43 eV
Max |F|   4.6 eV/Å
Total charge   +2
Spin multiplicity   1

CARTESIAN COORDINATES (ANGSTROEM)
C1 -0.20 3.61 3.53
C2 -0.03 2.56 2.46
H1 0.75 3.95 3.93
H2 -0.80 3.16 4.34
H3 -0.75 4.47 3.09
O1 0.95 2.35 1.78
Cl1 -1.52 1.68 2.26
Bi1 -0.35 -0.13 -1.74
P1 -0.34 2.97 -1.55
C3 1.12 3.63 -2.46
C4 -1.62 3.38 -2.80
H4 -1.50 4.35 0.10
H5 -0.66 5.36 -1.13
H6 0.27 4.58 0.20
C5 -0.58 4.46 -0.49
H7 -2.59 3.08 -2.40
H8 -1.63 4.45 -3.00
H9 0.88 4.64 -2.84
H10 1.38 2.97 -3.30
H11 -1.43 2.84 -3.73
H12 1.98 3.69 -1.78
C6 1.91 0.70 -1.63
O2 3.05 0.70 -1.49
Cl2 -0.61 -0.57 -4.18
C7 -1.22 -3.64 -1.50
N1 -0.37 -3.98 -0.35
C8 -0.56 -5.31 0.20
C9 0.38 -3.00 0.20
N2 0.82 -1.97 -0.60
N3 0.63 -2.90 1.51
C10 0.78 -3.99 2.47
C11 1.00 -1.59 2.04
H13 -2.00 -4.40 -1.59
H14 -0.63 -3.60 -2.43
H15 -1.71 -2.66 -1.34
H16 0.40 -5.77 0.45
H17 -1.27 -5.31 1.04
H18 -1.02 -5.92 -0.59
H19 1.35 -2.31 -1.41
H20 1.83 -4.31 2.57
H21 0.44 -3.59 3.43
H22 0.17 -4.86 2.23
H23 1.81 -1.14 1.44
H24 0.13 -0.92 2.01
H25 1.33 -1.73 3.08

Record 4
Formula: C3H8N3O2
Source: OMol25
Level of theory: the ωB97M-V functional and the def2-TZVPD basis

Results
LUMO energy   4.09 eV
Max |F|   1.1 eV/Å
Total charge   -1
ΔE to the lowest compared entry with this formula, charge and spin   0.445 eV
Spin multiplicity   1

CARTESIAN COORDINATES (ANGSTROEM)
C1 1.17 0.67 -1.36
N1 0.67 -0.68 -1.51
C2 0.51 -1.65 -0.59
N2 0.16 -2.85 -0.91
H1 0.37 1.37 -1.13
H2 1.86 0.70 -0.51
H3 1.70 0.94 -2.27
H4 0.35 -0.97 -2.42
H5 0.60 -1.34 0.45
H6 0.17 -3.41 -0.07
N3 -1.74 1.52 2.24
C3 -0.86 0.77 1.42
O1 -1.40 0.13 0.49
O2 0.37 0.85 1.68
H7 -1.30 2.32 2.67
H8 -2.64 1.63 1.82

Record 5
Formula: C6H15N2
Source: OMol25
Level of theory: the ωB97M-V functional and the def2-TZVPD basis

Results
SMILES   CCCCCNC=[NH2+]
LUMO energy   -3.57 eV
Max |F|   2.8 eV/Å
Total charge   +1
ΔE to the lowest compared entry with this formula, charge and spin   1.056 eV
Spin multiplicity   1

CARTESIAN COORDINATES (ANGSTROEM)
C1 -2.79 -2.13 0.22
C2 -1.40 -1.83 0.79
C3 -0.42 -1.17 -0.18
C4 -0.68 0.33 -0.40
C5 0.14 1.28 0.42
N1 1.58 1.18 0.07
C6 2.26 2.22 -0.29
N2 3.54 2.11 -0.58
H1 -3.36 -2.76 0.88
H2 -2.72 -2.59 -0.77
H3 -3.34 -1.18 0.10
H4 -1.02 -2.84 0.93
H5 -1.48 -1.42 1.77
H6 0.62 -1.32 0.12
H7 -0.44 -1.75 -1.12
H8 -1.74 0.54 -0.12
H9 -0.59 0.47 -1.49
H10 -0.25 2.32 0.29
H11 0.15 1.13 1.56
H12 1.94 0.16 -0.09
H13 1.87 3.22 -0.51
H14 4.01 1.23 -0.55
H15 4.11 2.82 -1.04

Record 6
Formula: C7H4Cl2N2O2
Source: OMol25
Level of theory: the ωB97M-V functional and the def2-TZVPD basis

Results
SMILES   N#C/C=C/C=C\C(Cl)=C(\Cl)[N+](=O)[O-]
LUMO energy   -1.11 eV
Max |F|   6.0 eV/Å
ΔE to the lowest compared entry with this formula, charge and spin   4.924 eV
Spin multiplicity   1

CARTESIAN COORDINATES (ANGSTROEM)
N1 4.28 -0.67 0.00
C1 3.21 -0.31 -0.19
C2 1.83 -0.36 -0.34
C3 0.95 0.18 0.51
C4 -0.47 0.12 0.37
C5 -1.32 0.19 -0.71
C6 -0.82 0.32 -2.12
Cl1 -1.37 -0.98 -3.14
C7 -0.07 1.27 -2.64
Cl2 0.57 1.33 -4.26
N2 0.53 2.31 -1.63
O1 -0.15 2.63 -0.68
O2 1.64 2.60 -1.81
H1 1.70 -0.76 -1.35
H2 1.35 0.72 1.32
H3 -1.03 0.01 1.23
H4 -2.30 -0.02 -0.66